No. 1
Below is a cluster of 9 separate species, C4H25NO10 in total, with properties calculated with the ωB97M-V functional and the def2-TZVPD basis.

Last columns: bonded neighbours and bond lengths (Å).
Geometry (Å):
1 C -1.681 2.323 -0.060  N2 1.434, H8 1.064, H9 1.049, H10 1.079
2 N -1.643 1.196 -0.946  C1 1.434, C3 1.423, C5 1.438
3 C -1.720 1.390 -2.354  N2 1.423, O4 1.160, H11 1.112
4 O -1.630 0.418 -2.980  C3 1.160
5 C -1.070 -0.077 -0.601  N2 1.438, C6 1.563, H12 1.111, H13 1.193
6 C -2.108 -1.167 -1.023  C5 1.563, O7 1.506, H14 1.151, H15 1.135
7 O -2.522 -1.996 0.165  C6 1.506, H16 0.960
8 H -2.468 2.436 0.648  C1 1.064
9 H -0.881 2.219 0.611  C1 1.049
10 H -1.823 3.298 -0.499  C1 1.079
11 H -1.879 2.375 -2.845  C3 1.112
12 H -0.623 -0.021 0.414  C5 1.111
13 H -0.207 -0.333 -1.384  C5 1.193
14 H -3.164 -0.786 -1.277  C6 1.151
15 H -1.496 -1.912 -1.622  C6 1.135
16 H -1.819 -2.546 0.519  O7 0.960
17 O 2.322 0.697 2.404  H18 1.038, H19 0.915
18 H 1.560 0.962 1.751  O17 1.038
19 H 2.922 0.496 1.744  O17 0.915
20 O 2.317 -1.934 2.474  H21 0.966, H22 1.040
21 H 1.363 -2.076 2.435  O20 0.966
22 H 2.423 -0.906 2.590  O20 1.040
23 O 3.273 0.173 -0.286  H24 1.046, H25 0.949
24 H 4.027 0.590 -0.880  O23 1.046
25 H 3.131 -0.702 -0.625  O23 0.949
26 O -3.302 -0.599 2.874  H27 1.054, H28 1.004
27 H -3.734 -0.372 1.940  O26 1.054
28 H -2.533 -1.139 2.520  O26 1.004
29 O 1.460 -0.810 -3.095  H30 0.923, H31 0.913
30 H 0.759 -1.342 -3.376  O29 0.923
31 H 2.187 -1.357 -3.173  O29 0.913
32 O 2.407 -2.548 -0.741  H33 0.862, H34 1.029
33 H 1.870 -1.877 -0.810  O32 0.862
34 H 2.495 -2.974 0.191  O32 1.029
35 O 1.652 3.153 -0.974  H36 0.912, H37 0.959
36 H 1.648 2.296 -1.289  O35 0.912
37 H 0.772 3.531 -0.918  O35 0.959
38 O -0.635 -0.004 2.495  H39 0.910, H40 0.904
39 H -1.409 0.362 2.803  O38 0.910
40 H -0.238 -0.439 3.181  O38 0.904

Computed properties:
Structure (SMILES): CN(C=O)CCO.O.O.O.O.O.O.O.O
E_LUMO in eV: 0.10
HOMO in hartree: -0.34188
Relative energy (zero: lowest compared OMol25 entry of this formula, charge and spin) in kcal/mol: 135.67

---

No. 2
Below is a cluster of 8 separate species, C4H25NO7 in total, with properties calculated with the ωB97M-V functional and the def2-TZVPD basis.

Last columns: bonded neighbours and bond lengths (Å).
Geometry (Å):
1 C -0.693 0.311 2.127  N2 1.537, C5 1.587, H6 1.069, H7 1.094
2 N 0.125 -0.210 0.935  C1 1.537, C3 1.521, H8 1.003
3 C 1.339 -1.059 1.280  N2 1.521, C4 1.547, H9 1.203, H10 1.120
4 C 1.707 -2.254 0.368  C3 1.547, H11 1.112, H12 1.039, H13 1.177
5 C -1.619 1.477 1.578  C1 1.587, H14 1.073, H15 1.118, H16 1.147
6 H -1.151 -0.551 2.563  C1 1.069
7 H -0.001 0.581 2.932  C1 1.094
8 H -0.399 -0.732 0.258  N2 1.003
9 H 2.268 -0.307 1.143  C3 1.203
10 H 1.218 -1.572 2.268  C3 1.120
11 H 2.398 -1.808 -0.380  C4 1.112
12 H 2.057 -3.089 0.877  C4 1.039
13 H 0.865 -2.510 -0.413  C4 1.177
14 H -1.239 2.249 0.937  C5 1.073
15 H -1.958 1.999 2.506  C5 1.118
16 H -2.483 1.066 0.945  C5 1.147
17 H -0.829 2.532 -2.554  O19 1.059
18 H -1.483 1.838 -1.436  O19 0.923
19 O -1.708 2.560 -1.965  H17 1.059, H18 0.923
20 H 2.465 1.286 -0.739  O22 0.886
21 H 2.443 2.816 -0.336  O22 0.986
22 O 2.908 2.053 -0.753  H20 0.886, H21 0.986
23 H 1.019 0.521 -1.490  O25 0.895
24 H 0.007 0.225 -2.615  O25 0.987
25 O 0.280 0.834 -1.888  H23 0.895, H24 0.987
26 H -2.140 -2.029 2.039  O28 0.907
27 H -1.527 -2.649 0.910  O28 0.971
28 O -1.701 -2.801 1.853  H26 0.907, H27 0.971
29 H -2.869 -1.851 -1.854  O31 0.879
30 H -1.533 -1.257 -1.895  O31 0.974
31 O -2.098 -1.905 -1.436  H29 0.879, H30 0.974
32 H -0.116 -2.396 -3.159  O34 0.969
33 H 0.995 -1.601 -2.483  O34 1.022
34 O 0.068 -1.482 -2.894  H32 0.969, H33 1.022
35 H 1.559 2.670 1.116  O37 0.923
36 H 0.431 3.575 0.968  O37 1.011
37 O 1.397 3.472 0.689  H35 0.923, H36 1.011

Computed properties:
Total charge: +1
E_LUMO (alpha / beta) in eV: -3.30 / -8.22
HOMO (alpha / beta) in hartree: -0.51227 / -0.51226
Multiplicity: 2

---

No. 3
Below is a cluster of 14 separate species, C4H26BO21 in total, with properties calculated with the ωB97M-V functional and the def2-TZVPD basis.

Last columns: bonded neighbours and bond lengths (Å).
Geometry (Å):
1 O 1.292 8.542 1.153  C2 1.247
2 C 0.097 8.241 0.970  O1 1.247, O3 1.333, C6 1.605
3 O -0.711 8.543 -0.045  C2 1.333, B4 1.482
4 B -2.081 8.055 0.242  O3 1.482, O5 1.470, O8 1.487, O12 1.517
5 O -2.014 7.387 1.550  B4 1.470, C6 1.305
6 C -0.807 7.456 2.040  C2 1.605, O5 1.305, O7 1.233
7 O -0.407 7.063 3.137  C6 1.233
8 O -2.383 7.143 -0.893  B4 1.487, C9 1.298
9 C -3.484 7.445 -1.510  O8 1.298, O10 1.213, C11 1.594
10 O -3.936 6.816 -2.444  C9 1.213
11 C -4.031 8.761 -0.795  C9 1.594, O12 1.324, O13 1.223
12 O -3.167 9.109 0.146  B4 1.517, C11 1.324
13 O -5.073 9.311 -1.122  C11 1.223
14 O -10.656 11.345 -1.756  H15 0.957, H16 0.957
15 H -10.581 10.426 -2.014  O14 0.957
16 H -9.980 11.463 -1.089  O14 0.957
17 O -3.658 3.426 -6.105  H18 0.957, H19 0.957
18 H -2.871 3.173 -5.622  O17 0.957
19 H -3.907 4.271 -5.732  O17 0.957
20 O 2.379 11.749 -2.296  H21 0.957, H22 0.957
21 H 2.766 12.624 -2.320  O20 0.957
22 H 1.956 11.697 -1.439  O20 0.957
23 O 5.922 6.719 -0.243  H24 0.957, H25 0.957
24 H 6.306 7.459 -0.713  O23 0.957
25 H 5.132 7.077 0.163  O23 0.957
26 O -9.239 8.469 -3.988  H27 0.957, H28 0.957
27 H -9.221 7.536 -4.203  O26 0.957
28 H -8.324 8.693 -3.815  O26 0.957
29 O -7.531 13.308 -3.989  H30 0.957, H31 0.957
30 H -7.811 12.420 -3.766  O29 0.957
31 H -7.053 13.609 -3.216  O29 0.957
32 O -5.450 5.188 3.831  H33 0.957, H34 0.957
33 H -6.005 5.399 3.080  O32 0.957
34 H -5.166 6.038 4.167  O32 0.957
35 O 5.552 8.576 5.078  H36 0.957, H37 0.957
36 H 5.614 9.140 4.308  O35 0.957
37 H 5.916 7.738 4.793  O35 0.957
38 O 6.367 11.849 1.958  H39 0.957, H40 0.957
39 H 6.901 11.582 1.210  O38 0.957
40 H 5.581 12.232 1.569  O38 0.957
41 O -8.787 4.510 -4.626  H42 0.957, H43 0.957
42 H -9.244 4.025 -5.313  O41 0.957
43 H -7.869 4.499 -4.894  O41 0.957
44 O -3.793 8.251 6.183  H45 0.957, H46 0.957
45 H -3.839 8.058 7.120  O44 0.957
46 H -2.855 8.300 5.994  O44 0.957
47 O 1.328 8.261 -4.086  H48 0.957, H49 0.957
48 H 0.432 8.177 -3.760  O47 0.957
49 H 1.710 8.963 -3.561  O47 0.957
50 O -0.102 3.714 7.377  H51 0.957, H52 0.957
51 H 0.176 4.512 6.928  O50 0.957
52 H 0.615 3.515 7.979  O50 0.957

Computed properties:
Total charge: -1
E_LUMO in eV: 1.59
HOMO in hartree: -0.27765
Relative energy (zero: lowest compared OMol25 entry of this formula, charge and spin) in kcal/mol: 58.90

---

No. 4
Below is a cluster of 9 separate species, C4H26N2O10 in total, with properties calculated with the ωB97M-V functional and the def2-TZVPD basis.

Last columns: bonded neighbours and bond lengths (Å).
Geometry (Å):
1 N 1.913 -0.575 -3.959  C2 1.437, H9 0.967, H10 0.973
2 C 0.762 -0.172 -3.199  N1 1.437, N3 1.510, H11 1.181, H12 1.207
3 N 1.092 -0.461 -1.754  C2 1.510, C4 1.310, H13 1.104
4 C 1.495 0.426 -0.879  N3 1.310, O5 1.215, C6 1.622
5 O 1.590 1.600 -1.176  C4 1.215
6 C 1.762 -0.064 0.645  C4 1.622, C7 1.466, H14 1.115, H15 1.136
7 C 0.533 -0.119 1.443  C6 1.466, O8 1.343, H16 1.131, H17 1.058
8 O -0.327 -1.082 1.074  C7 1.343, H18 1.044
9 H 2.608 -0.047 -3.541  N1 0.967
10 H 2.131 -1.496 -4.185  N1 0.973
11 H 0.453 0.960 -3.332  C2 1.181
12 H -0.090 -0.950 -3.554  C2 1.207
13 H 0.628 -1.429 -1.492  N3 1.104
14 H 2.253 -1.061 0.569  C6 1.115
15 H 2.518 0.743 0.904  C6 1.136
16 H -0.107 0.798 1.278  C7 1.131
17 H 0.598 -0.331 2.477  C7 1.058
18 H 0.148 -2.010 1.137  O8 1.044
19 O -0.809 -1.476 4.242  H20 0.982, H21 0.944
20 H -0.884 -0.630 4.734  O19 0.982
21 H -1.333 -1.434 3.458  O19 0.944
22 O -1.023 -3.681 -1.517  H23 0.944, H24 0.957
23 H -1.308 -3.511 -0.633  O22 0.944
24 H -0.325 -4.318 -1.372  O22 0.957
25 O -2.952 0.797 2.452  H26 0.938, H27 0.967
26 H -3.451 1.397 1.931  O25 0.938
27 H -2.467 0.167 1.901  O25 0.967
28 O -2.064 -3.546 0.872  H29 0.977, H30 0.990
29 H -2.324 -3.929 1.732  O28 0.977
30 H -2.962 -3.355 0.502  O28 0.990
31 O -2.438 -0.331 -3.221  H32 0.892, H33 0.918
32 H -1.896 -0.726 -2.633  O31 0.892
33 H -2.130 0.404 -3.677  O31 0.918
34 O -2.053 3.540 0.330  H35 1.015, H36 0.933
35 H -1.838 2.872 -0.404  O34 1.015
36 H -1.539 3.248 1.051  O34 0.933
37 O 2.497 4.517 -0.291  H38 0.963, H39 0.998
38 H 1.822 4.482 0.394  O37 0.963
39 H 2.520 3.568 -0.600  O37 0.998
40 O 2.624 2.229 2.882  H41 0.985, H42 0.980
41 H 1.726 1.826 2.838  O40 0.985
42 H 2.647 3.159 2.573  O40 0.980

Computed properties:
Structure (SMILES): NCNC(=O)CCO.O.O.O.O.O.O.O.O
E_LUMO in eV: -0.27
HOMO in hartree: -0.34538
Relative energy (zero: lowest compared OMol25 entry of this formula, charge and spin) in kcal/mol: 121.67

---

No. 5
Below is a cluster of 8 separate species, C4H26N3O7 in total, with properties calculated with the ωB97M-V functional and the def2-TZVPD basis.

Last columns: bonded neighbours and bond lengths (Å).
Geometry (Å):
1 C -3.297 -0.782 0.367  C2 1.545, N7 1.445, H8 1.096, H9 1.113
2 C -2.045 -1.684 0.296  C1 1.545, C3 1.523, H10 1.096, H11 1.088
3 C -0.635 -1.179 0.571  C2 1.523, N6 1.457, H12 1.116, H13 1.095
4 N 0.637 -1.116 -2.093  C5 1.321, H14 1.007, H15 1.011
5 C 0.450 -0.045 -1.342  N4 1.321, N6 1.307, H16 1.085
6 N -0.053 -0.045 -0.135  C3 1.457, C5 1.307, H17 1.052
7 N -3.443 0.280 1.336  C1 1.445, H18 1.013, H19 1.009
8 H -4.216 -1.378 0.405  C1 1.096
9 H -3.505 -0.377 -0.648  C1 1.113
10 H -2.239 -2.393 1.109  C2 1.096
11 H -2.098 -2.227 -0.645  C2 1.088
12 H -0.559 -0.884 1.645  C3 1.116
13 H 0.129 -1.946 0.742  C3 1.095
14 H 1.214 -1.035 -2.913  N4 1.007
15 H 0.238 -2.015 -1.857  N4 1.011
16 H 0.832 0.898 -1.719  C5 1.085
17 H 0.078 0.829 0.434  N6 1.052
18 H -3.630 -0.122 2.247  N7 1.013
19 H -2.627 0.871 1.400  N7 1.009
20 H 1.073 -4.087 0.188  O22 0.961
21 H 2.192 -3.283 -0.443  O22 0.961
22 O 1.284 -3.561 -0.588  H20 0.961, H21 0.961
23 H 1.963 1.063 3.284  O25 0.961
24 H 1.424 2.150 4.239  O25 0.961
25 O 1.269 1.719 3.394  H23 0.961, H24 0.961
26 H 2.788 -3.393 2.612  O28 0.964
27 H 2.969 -2.023 1.931  O28 0.960
28 O 2.595 -2.899 1.808  H26 0.964, H27 0.960
29 H -0.493 1.632 2.267  O31 0.972
30 H -0.780 2.849 1.377  O31 0.962
31 O -0.916 1.898 1.434  H29 0.972, H30 0.962
32 H 3.338 1.523 -2.944  O34 0.966
33 H 2.252 2.231 -3.715  O34 0.964
34 O 2.377 1.559 -3.034  H32 0.966, H33 0.964
35 H -0.604 1.796 -3.328  O37 0.964
36 H -0.973 2.864 -2.352  O37 0.963
37 O -0.656 2.756 -3.255  H35 0.964, H36 0.963
38 H 1.884 2.916 -0.974  O40 0.969
39 H 0.804 3.790 -0.477  O40 0.968
40 O 0.983 2.850 -0.624  H38 0.969, H39 0.968

Computed properties:
Total charge: +1
E_LUMO in eV: -2.90
HOMO in hartree: -0.42309
Relative energy (zero: lowest compared OMol25 entry of this formula, charge and spin) in kcal/mol: 23.53